No. 1
{"formula": "C5H14N2O", "method": "ωB97M-V/def2-TZVPD", "smiles": "CCC/C(N)=C/N.O", "e_homo_ha": -0.272, "lumo_energy_ev": 0.81, "spin_multiplicity": 1, "homo_lumo_gap_ev": 8.20, "de_lowest_kj_mol": 263.5, "elements": ["C", "C", "C", "C", "N", "C", "N", "H", "H", "H", "H", "H", "H", "H", "H", "H", "H", "H", "H", "O", "H", "H"], "xyz": [[-1.9899, -0.5147, 0.7733], [-0.8165, -0.8082, 1.6936], [0.5140, -1.2172, 1.0998], [1.1660, -0.2353, 0.1726], [1.7287, -0.8257, -1.0520], [1.1413, 1.1279, 0.3470], [1.5383, 2.1184, -0.6267], [-2.8949, -0.2855, 1.4349], [-2.2799, -1.4831, 0.2018], [-1.8468, 0.4187, 0.1528], [-1.0729, -1.5067, 2.4530], [-0.6073, 0.0382, 2.2675], [1.2079, -1.4304, 1.9342], [0.3684, -2.2277, 0.6198], [2.4868, -0.4168, -1.4661], [1.3856, -1.8033, -1.2530], [0.7374, 1.3051, 1.3882], [1.2858, 1.6672, -1.5486], [1.2119, 3.0538, -0.4951], [-1.2247, 1.2993, -2.9956], [-0.4906, 1.3209, -2.3299], [-1.5487, 0.4051, -2.7716]]}



No. 2
{"formula": "C5H14N2O", "method": "ωB97M-V/def2-TZVPD", "e_homo_ha": -0.255, "lumo_energy_ev": 0.81, "spin_multiplicity": 1, "homo_lumo_gap_ev": 7.75, "de_lowest_kj_mol": 517.5, "elements": ["C", "N", "O", "H", "H", "H", "H", "H", "C", "C", "C", "C", "N", "H", "H", "H", "H", "H", "H", "H", "H", "H"], "xyz": [[-0.6058, 1.7851, 2.4524], [-0.7335, 0.8882, 1.3308], [-1.7844, -0.0816, 1.6153], [-2.6025, 0.3527, 1.3362], [-0.3991, 0.8110, -0.2683], [-1.4773, 2.4498, 2.5650], [0.2684, 2.4181, 2.2691], [-0.4609, 1.2597, 3.4079], [-0.9338, -0.0598, -2.2029], [1.5664, -0.3012, 0.5368], [1.1983, -1.8779, -1.4623], [0.9341, -0.6082, -0.7112], [-0.0246, 0.2099, -1.1051], [-0.3934, -0.3012, -3.1200], [-1.5302, 0.8333, -2.3830], [-1.6134, -0.8860, -1.9678], [2.2168, -1.0739, 0.9321], [2.0649, 0.6675, 0.5564], [1.9174, -2.4962, -0.9306], [0.2823, -2.4536, -1.6171], [1.6112, -1.6486, -2.4493], [0.4995, 0.1128, 1.2155]]}



No. 3
{"formula": "C5H14N2O", "method": "ωB97M-V/def2-TZVPD", "smiles": "CN[C@H](CO)CCN", "e_homo_ha": -0.303, "lumo_energy_ev": 0.94, "spin_multiplicity": 1, "homo_lumo_gap_ev": 9.20, "de_lowest_kj_mol": 339.5, "elements": ["C", "N", "C", "C", "O", "C", "C", "N", "H", "H", "H", "H", "H", "H", "H", "H", "H", "H", "H", "H", "H", "H"], "xyz": [[-1.2379, 1.3506, -2.0887], [-1.3395, 0.3968, -0.9427], [-0.1315, 0.0348, -0.2255], [0.9019, -0.6882, -1.2560], [2.1013, -0.0377, -1.3728], [-0.3618, -0.9262, 0.9652], [0.5455, -0.6535, 2.2391], [0.3627, 0.8018, 2.5079], [-1.7200, 0.9518, -2.9181], [-1.7353, 2.3283, -1.7449], [-0.2542, 1.6623, -2.3482], [-1.8919, -0.4607, -1.3206], [0.3886, 1.0271, 0.0096], [1.0494, -1.7299, -1.0316], [0.4374, -0.6976, -2.2820], [2.7374, -0.3139, -0.6113], [-1.4235, -0.7705, 1.1795], [-0.3836, -1.9749, 0.6606], [0.3210, -1.4822, 2.9728], [1.6674, -0.7559, 1.9937], [-0.4462, 1.0599, 2.0317], [0.4128, 0.8777, 3.5825]]}